Computed, not measured: a gas-phase ion, C3H6N (charge +1) at a distorted geometry, with the ωB97M-V functional and the def2-TZVPD basis.

```
! wB97M-V def2-TZVPD RIJCOSX def2/J DEFGRID3
* xyz 1 1
C 0.41 1.05 -0.16
C -0.89 -0.70 0.19
C 0.22 -0.02 0.80
N 0.36 -0.35 -0.63
H -0.55 1.56 -0.50
H 1.48 1.36 -0.30
H -1.07 -1.67 0.46
H -1.75 -0.04 -0.12
H 0.92 -0.52 1.59
H 1.09 -1.00 -0.83
*
```

Energy above the lowest of the compared OMol25 structures with the same formula, charge and spin (kcal per mole): 41.5
E_LUMO (eV): -3.570
SMILES string: C1[C@H]2C[N@@H+]12
E (eV): -4688.3182
HOMO level (eV): -17.61
Frontier orbital gap (eV): 14.04

---

Computed, not measured: a molecular structure, C49H46AgIN6O3Te, with the ωB97M-V functional and the def2-TZVPD basis.

```
! wB97M-V def2-TZVPD RIJCOSX def2/J DEFGRID3
* xyz -1 2
Ag 1.08 -0.24 0.32
C -2.79 0.41 -5.25
C -2.97 1.62 -4.39
N -3.61 2.67 -4.90
C -3.80 3.74 -4.13
C -3.38 3.84 -2.82
C -3.67 5.08 -2.02
O -4.98 5.09 -1.45
C -2.70 2.75 -2.27
C -2.31 2.72 -0.84
N -1.19 2.30 -0.46
C -0.91 2.24 0.95
C -1.36 3.28 1.77
C -1.12 3.22 3.13
C -0.43 2.12 3.65
C 0.04 1.14 2.80
C -0.15 1.16 1.41
I 3.83 0.41 1.47
C -2.47 1.64 -3.07
O -1.82 0.55 -2.55
H -3.07 0.66 -6.27
H -3.43 -0.40 -4.89
H -1.77 0.05 -5.20
H -4.31 4.58 -4.59
H -3.63 5.96 -2.67
H -2.91 5.22 -1.24
H -5.12 4.25 -1.02
H -3.07 3.04 -0.12
H -1.87 4.14 1.35
H -1.45 4.02 3.78
H -0.23 2.06 4.71
H 0.61 0.32 3.23
N -1.20 -1.86 -1.23
C 0.96 -2.65 -2.13
C 1.58 -3.63 -2.93
C 2.92 -3.90 -2.77
C 3.63 -3.21 -1.80
C 2.95 -2.30 -1.02
N 1.65 -2.01 -1.16
H -1.83 -1.11 -1.55
H -0.59 -1.43 -0.51
H 0.99 -4.18 -3.65
H 3.40 -4.65 -3.39
H 4.68 -3.38 -1.63
H 3.46 -1.75 -0.23
N 0.88 -2.44 2.02
C 1.79 -3.09 2.27
C 2.92 -3.93 2.58
C 4.18 -3.35 2.69
C 5.27 -4.16 2.97
C 5.10 -5.52 3.14
C 3.84 -6.09 3.02
C 2.75 -5.30 2.74
H 4.29 -2.28 2.54
H 6.25 -3.71 3.06
H 5.96 -6.15 3.36
H 3.71 -7.16 3.15
H 1.76 -5.73 2.64
C 0.71 7.81 -3.38
C 0.75 6.32 -3.15
C 0.37 5.43 -4.13
C 0.40 4.05 -3.93
C -0.03 3.16 -5.07
C 0.84 3.56 -2.69
Te 0.89 1.49 -2.15
N -0.50 0.44 -3.16
C -0.43 -2.36 -2.33
O -1.89 -2.94 -0.68
C -1.17 -2.63 -3.56
C -2.54 -2.89 -3.54
C -3.23 -3.11 -4.73
C -2.57 -3.09 -5.95
C -1.21 -2.81 -5.98
C -0.51 -2.58 -4.80
C 2.27 0.83 -3.66
C 1.80 0.20 -4.81
C 2.68 -0.29 -5.76
C 4.05 -0.14 -5.57
C 4.52 0.49 -4.43
C 3.64 0.98 -3.46
C 4.24 1.66 -2.25
C 1.25 4.45 -1.68
C 1.79 3.99 -0.34
C 1.19 5.81 -1.93
H 0.30 8.04 -4.36
H 1.71 8.24 -3.32
H 0.09 8.30 -2.63
H 0.03 5.80 -5.09
H 0.66 3.27 -5.91
H -1.02 3.46 -5.42
H -0.08 2.12 -4.79
H -3.03 -2.95 -2.58
H -4.29 -3.32 -4.69
H -3.11 -3.27 -6.87
H -0.68 -2.76 -6.92
H 0.54 -2.32 -4.84
H 0.74 0.08 -4.95
H 2.30 -0.78 -6.65
H 4.75 -0.52 -6.30
H 5.58 0.60 -4.27
H 5.09 1.10 -1.87
H 3.55 1.75 -1.42
H 4.59 2.67 -2.51
H 1.19 3.21 0.12
H 1.81 4.83 0.35
H 2.81 3.61 -0.43
H 1.51 6.50 -1.15
*
```

Energy above the lowest of the compared OMol25 structures with the same formula, charge and spin (kcal per mole): 98.2
⟨S²⟩: 0.779
E_LUMO (alpha / beta) (eV): 2.241 / 1.301
E (eV): -86031.8268
HOMO level (alpha / beta) (eV): -4.57 / -4.57
Frontier orbital gap (alpha / beta) (eV): 6.81 / 5.87

---

Computed, not measured: a molecular structure, C8H9OPS at a distorted geometry, with the ωB97M-V functional and the def2-TZVPD basis.

```
! wB97M-V def2-TZVPD RIJCOSX def2/J DEFGRID3
* xyz 0 1
C -0.65 -0.25 3.47
C -0.28 -1.23 2.62
C -0.69 1.07 3.11
C -0.04 -0.95 1.30
C -0.36 1.41 1.78
C -0.13 0.43 0.87
C -0.31 -0.92 -4.08
C 0.58 -1.04 -3.14
O 1.64 1.37 -3.80
P 0.21 1.01 -0.94
S 1.89 0.26 -2.87
H -1.01 -0.37 4.54
H -0.15 -2.32 3.00
H -1.12 1.99 3.75
H 0.20 -1.72 0.53
H -0.13 2.39 1.56
H -1.24 -1.58 -4.15
H -0.16 -0.09 -4.79
H 0.83 -1.66 -2.27
H 0.93 2.20 -0.51
*
```

Energy above the lowest of the compared OMol25 structures with the same formula, charge and spin (kcal per mole): 64.3
E_LUMO (alpha / beta) (eV): -1.108 / -1.107
E (eV): -30609.0594
HOMO level (alpha / beta) (eV): -8.06 / -8.06
Frontier orbital gap (alpha / beta) (eV): 6.95 / 6.95